{"formula": "C48H96Br16O24", "method": "wB97M-V/def2-TZVPD", "species": ["C", "C", "O", "C", "O", "O", "C", "H", "H", "H", "H", "H", "H", "H", "H", "C", "C", "O", "C", "O", "O", "C", "H", "H", "H", "H", "H", "H", "H", "H", "C", "C", "O", "C", "O", "O", "C", "H", "H", "H", "H", "H", "H", "H", "H", "C", "C", "O", "C", "O", "O", "C", "H", "H", "H", "H", "H", "H", "H", "H", "C", "C", "O", "C", "O", "O", "C", "H", "H", "H", "H", "H", "H", "H", "H", "C", "C", "O", "C", "O", "O", "C", "H", "H", "H", "H", "H", "H", "H", "H", "C", "C", "O", "C", "O", "O", "C", "H", "H", "H", "H", "H", "H", "H", "H", "C", "C", "O", "C", "O", "O", "C", "H", "H", "H", "H", "H", "H", "H", "H", "Br", "C", "C", "Br", "H", "H", "H", "H", "Br", "C", "C", "Br", "H", "H", "H", "H", "Br", "C", "C", "Br", "H", "H", "H", "H", "Br", "C", "C", "Br", "H", "H", "H", "H", "Br", "C", "C", "Br", "H", "H", "H", "H", "Br", "C", "C", "Br", "H", "H", "H", "H", "Br", "C", "C", "Br", "H", "H", "H", "H", "Br", "C", "C", "Br", "H", "H", "H", "H"], "xyz": [[4.2105, -5.1578, -2.6444], [3.9631, -5.6066, -4.0276], [3.8220, -4.4193, -4.8528], [2.6108, -3.8858, -4.9273], [1.6364, -4.2995, -4.3440], [2.6073, -2.7560, -5.6086], [1.3172, -2.2709, -5.9985], [4.9509, -4.4125, -2.6399], [4.4735, -6.0661, -2.1179], [3.3005, -4.7992, -2.2013], [2.9864, -6.1700, -4.0123], [4.7938, -6.2721, -4.3398], [0.8165, -3.0575, -6.6146], [1.6004, -1.3591, -6.5940], [0.7189, -2.0882, -5.1411], [-4.3581, -4.2556, 4.4675], [-3.5354, -3.0413, 4.2044], [-2.5059, -3.2867, 3.2367], [-2.6400, -2.8422, 1.9964], [-3.6009, -2.3132, 1.4935], [-1.5794, -3.0726, 1.2118], [-0.4983, -3.9336, 1.6367], [-3.8238, -5.1055, 4.9283], [-4.8625, -4.7472, 3.5832], [-5.1046, -3.9583, 5.1135], [-3.1210, -2.6452, 5.1347], [-4.1204, -2.2041, 3.7925], [0.3519, -3.5427, 1.1088], [-0.6216, -4.9583, 1.3261], [-0.4478, -3.9273, 2.7118], [5.3686, -2.7234, 4.3628], [4.4690, -1.5196, 4.3238], [5.2579, -0.3697, 3.8309], [4.8563, 0.8532, 4.2954], [3.9029, 1.0660, 5.0110], [5.7800, 1.7192, 4.0309], [5.2927, 3.1021, 4.0558], [5.7083, -3.1390, 3.4048], [4.7482, -3.5897, 4.8447], [6.2619, -2.6072, 4.9517], [4.0045, -1.2582, 5.2609], [3.6851, -1.7496, 3.6358], [5.6743, 3.5780, 4.9055], [4.2309, 3.1986, 4.1180], [5.8011, 3.6749, 3.2769], [-6.4997, 2.9581, -0.7414], [-5.8621, 2.9646, -2.1343], [-4.4366, 3.1166, -2.1173], [-3.9422, 4.2909, -1.8086], [-4.4737, 5.3733, -1.6868], [-2.5930, 4.0696, -1.6633], [-1.8885, 5.0896, -0.9144], [-7.6246, 2.9082, -0.8869], [-6.2505, 3.9271, -0.3430], [-6.1823, 2.1348, -0.1184], [-6.3936, 3.7012, -2.7515], [-5.9957, 1.9845, -2.6353], [-0.8441, 4.6659, -0.7005], [-2.4459, 5.2504, 0.0168], [-1.8805, 6.0566, -1.5580], [-7.2027, 1.0845, 6.9948], [-8.0321, -0.2402, 6.9383], [-7.8333, -0.8492, 5.6581], [-6.5941, -1.2280, 5.3764], [-5.7586, -1.5328, 6.2128], [-6.2818, -1.2035, 4.1286], [-7.3078, -1.1532, 3.1464], [-6.1345, 0.8987, 7.1349], [-7.4919, 1.7201, 7.8621], [-7.3695, 1.6168, 6.1055], [-9.0821, -0.0750, 6.9998], [-7.8358, -0.9595, 7.6729], [-7.8989, -2.0576, 3.1985], [-6.8709, -1.0139, 2.1542], [-7.9750, -0.3325, 3.2203], [3.5349, 5.6347, -4.5262], [3.1271, 4.7054, -3.4074], [3.3128, 5.2026, -2.0481], [2.4514, 6.1066, -1.5885], [1.4030, 6.4469, -2.0965], [2.8301, 6.5206, -0.3723], [2.2588, 7.7613, -0.0082], [4.5966, 5.8987, -4.5351], [2.9476, 6.5462, -4.4984], [3.4329, 5.0370, -5.3898], [3.6474, 3.7995, -3.5654], [2.0811, 4.4729, -3.5907], [3.0559, 8.4407, 0.2928], [1.6308, 7.5610, 0.8901], [1.6308, 8.2344, -0.7258], [-0.1906, 2.9206, -4.7592], [-1.3893, 1.9520, -4.8177], [-1.0491, 0.6816, -5.3454], [-1.9841, -0.1410, -5.7815], [-3.1683, -0.0424, -5.6313], [-1.3594, -1.2323, -6.2348], [-2.3139, -2.1643, -6.8923], [0.6650, 2.4003, -4.3271], [-0.4466, 3.8226, -4.1804], [0.1436, 3.1565, -5.7893], [-2.2435, 2.3580, -5.3048], [-1.7275, 1.7811, -3.7490], [-1.7334, -3.1132, -7.0624], [-2.6131, -1.6716, -7.8549], [-3.2138, -2.1942, -6.2875], [-0.5949, 5.5621, 5.5158], [-0.4758, 5.4018, 4.0364], [0.8247, 4.8390, 3.7601], [1.2280, 4.6832, 2.5166], [0.5385, 4.9387, 1.5185], [2.3566, 4.0740, 2.4898], [2.8035, 3.5691, 1.2161], [0.1999, 6.1522, 6.0037], [-0.5790, 4.6275, 6.1095], [-1.5968, 6.0323, 5.5771], [-0.5101, 6.3676, 3.4463], [-1.2676, 4.7439, 3.6496], [3.8090, 3.1809, 1.3971], [2.7628, 4.4200, 0.4625], [2.1356, 2.7778, 0.9005], [-5.9356, -1.0279, -1.3848], [-4.2471, -1.8912, -1.7193], [-3.3252, -0.8324, -2.2184], [-1.6671, -1.6864, -2.9323], [-4.4420, -2.6372, -2.4381], [-3.9156, -2.3236, -0.7529], [-2.9767, -0.0506, -1.5673], [-3.7688, -0.4822, -3.1299], [3.6385, -4.5311, 1.4084], [3.4346, -6.4605, 1.4005], [2.8979, -7.0678, 2.6785], [0.9370, -7.0899, 2.8973], [4.4243, -6.7756, 1.0986], [2.8016, -6.7332, 0.5619], [3.3966, -6.7891, 3.5885], [3.0947, -8.1640, 2.6308], [7.1636, -2.6614, -1.0743], [5.9308, -1.1170, -1.1774], [5.2533, -0.9779, 0.1591], [4.0084, 0.4636, 0.2421], [5.3696, -1.3695, -1.9928], [6.4923, -0.2416, -1.3887], [5.8447, -0.9231, 1.0774], [4.5299, -1.7763, 0.2844], [1.1376, -2.6270, 4.9618], [0.6702, -1.4899, 3.4637], [0.9411, -0.0679, 4.0091], [0.5887, 1.1794, 2.4234], [-0.4153, -1.4822, 3.3371], [1.2499, -1.6599, 2.5456], [2.0176, 0.1020, 4.2867], [0.2491, 0.2476, 4.7432], [-3.6968, 5.3622, 2.1461], [-3.8391, 3.5003, 1.7022], [-3.0391, 2.6533, 2.6584], [-3.2335, 0.8084, 2.0275], [-3.4231, 3.4230, 0.6702], [-4.8631, 3.1750, 1.6510], [-3.3769, 2.7143, 3.6563], [-1.9131, 2.8345, 2.5120], [4.3365, 0.0634, -4.4912], [5.8827, -0.7390, -5.5088], [6.8937, -0.8304, -4.4323], [8.6390, -1.6498, -5.0839], [6.1288, 0.0101, -6.2606], [5.5893, -1.6697, -5.9803], [6.6466, -1.5151, -3.6540], [7.2666, 0.1418, -4.0945], [-1.2945, -7.2130, -1.7702], [-0.7757, -5.6833, -2.8070], [-1.6862, -5.3535, -3.9345], [-1.5531, -6.5184, -5.4644], [0.3111, -5.8301, -3.1160], [-0.7976, -4.8251, -2.1461], [-1.2544, -4.4090, -4.3378], [-2.7385, -5.3167, -3.7135], [1.9098, -2.5542, -1.7251], [0.9764, -0.9406, -1.0214], [1.0391, 0.0644, -2.1475], [0.1632, 1.6022, -1.3732], [1.4378, -0.5801, -0.1577], [-0.0831, -1.2313, -0.8725], [0.5228, -0.1424, -3.0339], [2.0942, 0.3933, -2.2830]], "forces_ev_per_angstrom": [[-0.8, -1.1, 0.5], [-1.5, -0.6, -0.1], [0.7, -0.4, -0.9], [-0.6, 0.2, 1.2], [-0.3, -0.6, -0.3], [1.0, -0.4, -0.5], [0.8, 0.0, -1.6], [1.2, 0.8, 0.4], [0.5, 0.0, 0.6], [-0.4, 0.4, 0.3], [1.1, 0.4, -0.5], [-0.5, 0.9, -0.6], [0.3, 0.8, 0.3], [-0.9, -0.9, 0.7], [-0.5, 0.5, 0.7], [0.6, -2.2, -1.8], [-0.8, 1.2, -0.7], [1.1, -0.2, 0.1], [-0.3, -0.4, -0.9], [-0.2, 0.2, 0.7], [0.1, -0.4, 0.2], [-0.5, 0.4, 0.0], [0.2, 0.6, 0.0], [0.6, 1.0, 0.5], [-1.8, 0.5, 1.6], [0.5, -0.3, -0.2], [-0.2, -0.5, 0.2], [0.6, 0.2, 0.2], [-0.5, -0.3, -0.3], [0.5, 0.1, 0.3], [-0.9, -2.2, 0.9], [1.2, 0.5, -0.6], [-1.1, 0.3, 0.5], [-0.1, -2.2, 1.4], [-0.3, -0.4, -0.7], [0.3, 2.0, -1.4], [1.3, -0.1, -0.4], [-0.4, 0.5, -0.1], [1.1, 1.5, -0.8], [0.2, 0.3, 0.5], [0.2, 0.0, 0.4], [-0.7, 0.3, -0.7], [0.6, 0.3, 1.8], [-0.6, -0.3, -0.5], [-0.5, -0.6, -0.6], [-1.0, 0.3, -1.3], [-1.0, -1.3, -0.4], [-1.0, -0.3, -0.1], [2.1, 1.2, 0.2], [-0.1, -1.2, 0.0], [-0.8, 0.2, 0.2], [0.8, 0.7, -1.0], [1.3, 0.0, 0.3], [-0.1, 0.3, 0.7], [0.2, -0.2, 0.1], [0.6, 0.2, 0.1], [0.1, 0.5, 0.3], [-1.6, 0.8, -0.4], [0.6, 0.3, -0.4], [0.3, -1.6, 1.3], [-0.3, -1.2, 2.2], [0.9, 1.5, -0.7], [-0.6, 0.1, -0.7], [1.3, -0.2, 2.9], [-0.8, 0.2, -0.5], [0.2, 0.0, -2.1], [0.0, -0.3, -1.1], [-0.2, -0.2, -0.2], [-0.1, -0.5, -0.6], [-0.2, 0.8, -1.2], [-0.8, 0.5, -0.2], [0.9, -0.8, 1.3], [0.0, -0.3, -0.2], [0.5, -0.5, 0.3], [-0.5, 0.9, 0.8], [0.9, 0.7, 1.4], [-1.1, 1.1, -0.2], [0.5, -0.2, -0.6], [-1.6, -0.4, -0.1], [1.0, -0.2, -0.4], [0.8, 0.0, -1.2], [-0.5, 0.2, 2.6], [0.0, 0.0, 0.4], [-0.2, 0.0, -0.4], [-0.6, -0.3, -1.4], [0.9, -1.0, 0.8], [-0.3, 0.0, 0.5], [0.1, -0.1, -0.1], [0.3, 0.2, -0.6], [-0.3, -0.1, -0.9], [-0.1, -0.9, -1.2], [-0.2, 0.4, 2.9], [1.2, 0.4, -0.8], [0.6, -0.8, 1.3], [-0.7, 0.7, -0.4], [-1.0, -0.7, -1.2], [1.1, 0.9, -0.7], [-0.1, 0.1, 0.4], [0.1, -0.4, -0.3], [-0.3, 0.3, 0.5], [-0.6, 0.3, -0.8], [0.3, 0.2, -1.0], [-0.9, 1.0, 0.3], [0.4, -0.7, 0.7], [0.1, -0.6, 0.2], [-0.5, 0.2, 0.8], [0.9, 0.5, -1.4], [0.4, 0.0, 0.8], [-3.4, 0.0, -2.0], [0.9, 0.1, 1.4], [2.1, -0.7, 0.3], [-0.1, 1.5, -0.8], [-0.5, 0.3, -0.6], [-0.3, 0.1, -0.7], [0.5, -0.1, 0.8], [-0.3, -0.9, 0.9], [0.4, 0.2, 0.0], [-0.2, 0.2, -0.2], [0.3, -1.3, 1.0], [-0.1, -0.1, -0.1], [-0.6, 0.2, 0.2], [0.8, 0.2, 2.3], [0.5, -0.7, -1.4], [-0.6, -0.2, 0.3], [-0.1, -0.8, -0.8], [-0.3, 0.2, -0.6], [-0.2, 0.1, 0.4], [0.0, 0.8, -0.3], [-0.3, 0.2, 0.1], [-0.5, 0.1, -0.3], [0.2, -2.0, -0.4], [0.7, 0.5, -0.1], [0.3, -0.5, 0.6], [-0.3, 0.2, 0.0], [-0.1, 0.8, 0.3], [0.0, 0.7, -0.2], [0.0, 0.4, 0.1], [1.8, 0.0, 2.5], [-1.0, -1.3, 0.3], [-0.3, 1.2, -0.2], [-2.1, -0.4, -1.6], [0.8, 0.6, -0.3], [0.4, 0.1, -0.6], [0.4, -0.6, 0.0], [-0.1, -0.5, -0.2], [-0.3, 2.2, 0.8], [1.8, -0.1, -2.1], [0.2, -0.7, 0.9], [0.3, -0.8, -0.4], [-0.3, -0.4, 0.5], [-1.3, 0.0, -0.2], [-0.5, 0.2, 0.8], [-0.4, 0.4, 0.5], [0.8, -0.4, -1.2], [2.2, -0.1, -2.1], [-0.2, -0.1, 0.2], [-0.2, -0.1, 0.8], [-0.5, 0.2, 0.2], [-0.2, 0.0, 1.1], [-1.8, 0.0, 0.6], [0.2, -0.4, -0.6], [-0.6, 0.9, 0.1], [2.2, -0.1, -0.6], [-0.8, 0.3, 0.0], [0.0, -0.2, 0.1], [-0.2, -0.1, 0.3], [-0.3, -0.1, 0.5], [-0.5, -0.3, 0.1], [-0.1, -0.4, 0.2], [1.6, 0.0, 0.0], [1.2, 0.9, -1.1], [0.1, -0.6, -0.3], [-1.6, 0.2, 0.2], [0.0, 0.1, 0.3], [-0.8, -0.4, 0.4], [-0.2, 0.3, 0.3], [-0.3, 0.5, 0.6], [-1.5, -1.2, -2.4], [2.0, 1.0, 2.1], [-0.4, 0.8, 0.1], [0.8, 0.3, 1.3], [0.9, 0.0, 0.2], [-0.5, -0.6, -1.2], [-0.8, -0.4, -0.3]], "gap_ev": 9.96, "e_tot_ev": -1221153.2575}